Record 1
Below is a gas-phase ion, C4H4NS2 (charge -1) in a non-equilibrium geometry, with properties calculated with ωB97M-V/def2-TZVPD.

Structure (XYZ):
```
11
Properties=species:S:1:pos:R:3:forces:R:3
C -0.3065 -0.2784 1.7461 -1.94 -0.76 -1.44
C 0.1954 -0.0764 0.3645 1.91 1.57 -1.20
N 1.4886 0.1252 0.2663 1.11 -0.18 0.02
S 2.0097 0.3871 -1.3020 -1.10 -0.34 0.75
C 0.4051 0.2344 -1.9370 0.66 1.18 -0.26
C -0.5075 0.0853 -0.8953 0.76 -0.84 -1.27
S -2.1485 -0.0883 -1.2660 -1.69 -0.03 0.44
H -0.3192 -1.4065 1.8244 -0.48 1.27 0.79
H 0.2480 0.2544 2.4853 0.89 -0.13 0.38
H -1.2983 0.2231 1.7195 0.04 -1.05 0.36
H 0.2333 0.5401 -3.0059 -0.15 -0.70 1.43
```
Positions in Å, forces in eV/Å.

F_max: 2.75 eV/A
LUMO: 3.41 eV
calculated total energy: -1005.984479 hartree
SMILES: Cc1nscc1[S-]
HOMO level: -2.52 eV
charge: -1
frontier orbital gap: 5.94 eV

Record 2
Below is 2 unconnected molecules or ions with the total composition C3H4F3NO3 in a non-equilibrium geometry, with properties calculated with ωB97M-V/def2-TZVPD.

Structure (XYZ):
```
14
Properties=species:S:1:pos:R:3:forces:R:3
O 2.0361 1.0625 -0.7666 0.82 1.76 0.06
N 1.7682 -0.0533 -0.3891 0.74 -1.66 0.56
O 2.5716 -0.7778 0.5686 -0.10 0.22 -1.37
C 0.8269 -0.7976 -0.7995 -1.38 0.50 -1.30
F 0.6519 -1.9466 -0.2742 -0.43 -2.25 0.79
H 2.5935 -0.1976 1.3149 0.11 0.94 1.04
H 0.0989 -0.5065 -1.5500 0.48 0.22 -0.07
O -0.3926 0.7354 1.7347 0.29 -0.44 -0.59
C -0.6540 0.8183 0.5596 -1.70 1.26 1.04
C -2.0149 0.2159 0.0850 -1.23 -0.13 -0.34
F -2.1531 -1.0588 0.4663 0.50 -0.79 0.56
F -2.2142 0.2149 -1.2593 1.07 0.18 -1.09
H -0.1718 1.5844 -0.0770 0.16 -0.50 -0.30
H -2.9464 0.7068 0.3867 0.68 0.70 1.02
```
Positions in Å, forces in eV/Å.

F_max: 2.43 eV/A
LUMO: -0.24 eV
calculated total energy: -696.603894 hartree
SMILES: [O-]/[N+](O)=C/F.O=CC(F)F
HOMO level: -9.66 eV
frontier orbital gap: 9.42 eV

Record 3
Below is a molecular structure, C14H29NPmSi2 in a non-equilibrium geometry, with properties calculated with ωB97M-V/def2-TZVPD.

Structure (XYZ):
```
47
Properties=species:S:1:pos:R:3:forces:R:3
C -0.3448 0.4377 -3.7710 0.76 0.62 0.10
C 1.0054 0.0132 -4.0011 -0.11 1.14 0.08
C 1.8670 1.0298 -3.4408 -0.73 0.01 -0.18
C 1.0583 2.0618 -2.8386 -0.35 -0.62 -0.71
C -0.3308 1.6779 -3.0256 0.92 -0.33 -0.93
Pm 0.5914 -0.0493 -1.2998 -1.19 -4.18 -0.57
N -0.6573 -2.0581 -1.7280 -0.84 -3.22 -2.00
C 0.4728 -3.4874 -1.8955 -2.37 2.47 -0.38
C 1.6886 -2.7183 -2.0526 1.96 0.21 0.93
H 2.9627 1.0120 -3.4541 -0.50 0.00 0.01
H 1.3243 -0.9381 -4.4863 -0.37 1.12 0.52
H 1.4241 2.9879 -2.3621 -0.27 -0.74 -0.34
H -1.2123 2.2498 -2.7123 0.46 -0.33 -0.19
H -1.2318 -0.1111 -4.0940 0.37 0.20 0.35
H 1.8282 -2.2345 -3.0032 0.35 -0.13 -0.14
H 0.0142 -4.0055 -2.8734 1.24 0.96 2.08
H -1.3117 -2.6876 -2.3702 0.70 2.77 1.54
H 2.4406 -2.4837 -1.2644 -0.37 -0.92 -0.63
H 0.2577 -4.1150 -0.9851 0.67 0.49 -1.04
C 0.7478 2.1515 2.6734 0.16 0.44 -0.16
Si -0.5684 2.0412 1.3098 -0.81 -2.31 1.01
C -2.1881 2.5386 2.1670 -0.14 0.47 -0.21
C -0.1600 3.3689 0.0576 -0.10 0.75 -0.16
C -0.7391 0.2604 0.7753 0.53 0.76 0.17
Si -0.3662 -1.2222 1.8296 0.25 1.44 0.31
C -1.0527 -0.9955 3.6178 0.12 -0.22 0.18
C -1.1452 -2.7250 1.0928 -0.20 -1.00 0.03
C 1.5853 -1.4008 1.9378 -0.10 -0.03 0.34
H 0.6151 3.1058 3.2095 0.20 -0.20 -0.09
H 1.7548 2.1399 2.2280 -0.14 0.03 0.23
H 0.6830 1.3403 3.4091 -0.03 0.18 -0.29
H -2.0883 3.5978 2.4571 -0.37 -0.15 0.04
H -3.0743 2.4129 1.5080 0.50 0.15 0.34
H -2.3581 1.9403 3.0767 0.16 0.13 -0.33
H 0.9103 3.4784 -0.1477 -0.08 -0.09 0.08
H -0.6742 3.3385 -0.9120 0.04 -0.13 0.36
H -0.4859 4.2962 0.5597 0.18 -0.06 -0.21
H -1.6897 0.0749 0.2496 0.04 0.09 0.01
H -2.1418 -0.7848 3.6038 0.52 -0.10 -0.14
H -0.9066 -1.9228 4.2048 -0.05 0.33 -0.12
H -0.5651 -0.1689 4.1695 -0.21 -0.37 -0.25
H -0.4763 -3.1306 0.3235 -0.36 0.21 0.34
H -1.3365 -3.5242 1.8301 0.02 0.26 -0.02
H -2.0830 -2.4931 0.5584 0.43 0.00 0.29
H 1.9860 -1.9436 1.0488 -0.28 0.24 0.53
H 2.0741 -0.3868 1.9588 -0.44 -0.85 0.13
H 1.8964 -1.9689 2.8617 -0.17 0.54 -0.89
```
Positions in Å, forces in eV/Å.

F_max: 4.38 eV/A
LUMO (spin up / spin down): 2.52 / 2.51 eV
calculated total energy: -1792.866834 hartree
HOMO level (spin up / spin down): -1.70 / -1.82 eV
charge: -1
frontier orbital gap (spin up / spin down): 4.23 / 4.32 eV
⟨S²⟩: 6.01
spin multiplicity: 5

Record 4
Below is a gas-phase ion, C9H18NO (charge +1) in a non-equilibrium geometry, with properties calculated with ωB97M-V/def2-TZVPD.

Structure (XYZ):
```
29
Properties=species:S:1:pos:R:3:forces:R:3
C -2.9546 0.2848 -0.4497 0.92 0.83 -1.71
C -2.7791 -0.9523 0.3661 1.64 1.82 3.54
C -1.7472 1.3120 -0.1519 -1.98 -2.74 2.42
C 0.7744 1.4474 -0.0206 0.70 -4.42 -0.95
C -1.4048 -1.6225 0.0716 -0.58 -0.90 -1.76
C 2.1228 1.1232 0.6173 0.01 1.21 2.53
C 2.0625 -1.4674 0.6844 -1.05 0.11 1.19
C -0.4394 0.5319 0.3803 -0.74 0.03 -2.30
C 2.9219 -0.1804 -1.1556 2.17 2.05 -1.22
N -0.3473 -0.7108 -0.3005 0.33 -0.18 -1.07
O 2.7710 -0.2977 0.3115 -1.76 1.18 -1.96
H -3.0165 -0.0094 -1.5065 0.52 0.09 -0.06
H -3.9544 0.7296 -0.3252 0.56 0.16 0.53
H -2.7677 -0.5675 1.4738 0.01 -0.78 -1.57
H -3.6831 -1.4875 0.3272 -0.61 -1.61 -0.29
H -1.4652 1.8680 -1.0108 -0.13 1.00 -0.40
H -2.2357 1.7785 0.7533 1.22 0.74 -1.17
H 0.3704 2.3164 0.3152 0.07 3.39 0.90
H 0.9376 1.4458 -1.1538 -0.83 0.17 1.61
H -0.8792 -2.1763 0.8650 -0.97 -0.34 0.30
H -1.5494 -2.3296 -0.8099 0.34 0.63 1.13
H 2.8832 1.8267 0.2342 -0.14 -0.75 0.25
H 2.1683 1.2065 1.7512 -0.30 -0.49 -1.44
H 1.7608 -1.4600 1.7046 -0.02 0.42 0.59
H 2.0555 -2.4416 0.2218 0.75 0.56 -1.05
H -0.6108 0.1962 1.3951 0.46 1.09 0.99
H 3.4283 0.8725 -1.3336 -0.65 -2.64 0.30
H 3.5071 -1.0140 -1.4384 1.13 -0.57 -0.20
H 2.0709 -0.2225 -1.8161 -1.11 -0.05 0.89
```
Positions in Å, forces in eV/Å.

F_max: 4.58 eV/A
LUMO (spin up / spin down): -4.02 / -3.60 eV
calculated total energy: -483.204250 hartree
HOMO level (spin up / spin down): -12.42 / -12.42 eV
charge: +1
frontier orbital gap (spin up / spin down): 8.40 / 8.83 eV

Record 5
Below is a molecular structure, C5H4N in a non-equilibrium geometry, with properties calculated with ωB97M-V/def2-TZVPD.

Structure (XYZ):
```
10
Properties=species:S:1:pos:R:3:forces:R:3
C 0.6117 -1.3476 -0.6661 1.31 0.11 0.70
C -0.6543 1.0374 0.1410 -0.80 -1.94 -1.00
C 0.5921 0.6514 0.8893 0.38 -0.25 -0.33
C 0.9995 -0.4254 0.2661 0.22 -0.37 -0.19
C -0.7879 -0.5560 -0.5190 0.12 2.41 1.01
N -0.7834 -1.7871 -0.4805 -1.11 -0.21 -0.08
H 1.1564 -1.6622 -1.5442 -0.06 0.27 -0.15
H -1.5238 1.1867 0.7755 -0.12 -0.05 -0.06
H -0.5718 1.7810 -0.6450 -0.02 0.03 -0.04
H 0.9616 1.1219 1.7828 0.08 0.02 0.15
```
Positions in Å, forces in eV/Å.

F_max: 2.61 eV/A
LUMO: -5.99 eV
calculated total energy: -247.171291 hartree
HOMO level: -15.66 eV
charge: +1
frontier orbital gap: 9.67 eV

Record 6
Below is 2 unconnected molecules or ions with the total composition CH5N3O in a non-equilibrium geometry, with properties calculated with ωB97M-V/def2-TZVPD.

Structure (XYZ):
```
10
Properties=species:S:1:pos:R:3:forces:R:3
H -1.4213 -1.5288 0.8756 0.49 3.03 -0.97
N -0.9529 -0.5406 0.5862 -0.57 -4.88 2.73
N -1.6584 0.1360 -0.1429 2.56 2.93 -1.17
O -2.7706 0.0085 -0.5542 -2.92 -0.60 -0.96
H -1.0577 1.0025 -0.5031 -1.03 -1.48 0.95
C 1.6524 -0.0853 -0.3598 3.04 2.12 4.16
N 0.9054 0.8092 0.1225 -0.07 -0.33 -2.70
H 1.4050 -0.5041 -1.2321 -0.53 -1.81 -3.41
H 2.6474 -0.3123 0.2139 -1.79 -0.31 -1.33
H 1.2505 1.0149 0.9938 0.83 1.33 2.70
```
Positions in Å, forces in eV/Å.

F_max: 5.62 eV/A
LUMO: 1.09 eV
calculated total energy: -280.438107 hartree
SMILES: [H]/N=[NH+]\[O-].C=N
HOMO level: -9.56 eV
frontier orbital gap: 10.66 eV